Density functional theory data (wB97M-V/def2-TZVPD) for a single C5H7NO molecule.

Each line ends with the Löwdin charge.
Element x y z (Å)
C  1.544  -0.005  -1.688  0.01
C  1.233  -0.608  -0.546  -0.19
C  0.575  0.072  0.627  -0.17
C  -0.848  -0.445  0.743  -0.19
N  -1.932  0.313  1.468  0.15
C  -1.912  0.339  0.107  -0.45
O  -2.395  0.871  -0.853  0.11
H  1.383  1.061  -1.835  0.06
H  1.961  -0.558  -2.525  0.06
H  1.395  -1.681  -0.444  0.10
H  0.572  1.159  0.477  0.12
H  1.124  -0.136  1.555  0.12
H  -0.935  -1.522  0.886  0.14
H  -1.765  1.142  2.028  0.13

Cartesian forces (eV/Å) of the 2 atoms listed first:
-0.020 -0.068 0.133
0.054 0.041 -0.184

Its multiplicity is 1. As for the energy relative to the best compared isomer or geometry (same formula, charge and spin): 52.8 kcal per mole.